# 1
# C3H8N2O2

One molecule with the formula C3H8N2O2 (wB97M-V/def2-TZVPD, the OMol25 dataset).

```
15
C3H8N2O2 (wB97M-V/def2-TZVPD)
N -1.420 -1.553 -1.231
C -0.257 -0.956 -0.794
O 0.735 -1.612 -0.489
N -0.270 0.415 -0.786
C 0.721 1.129 0.003
C 0.477 0.996 1.505
O 0.423 -0.340 1.939
H -1.445 -2.541 -1.025
H -2.294 -1.074 -1.066
H -1.144 0.886 -0.961
H 0.704 2.184 -0.291
H 1.706 0.730 -0.258
H -0.489 1.458 1.757
H 1.256 1.561 2.040
H 0.895 -0.896 1.293
```

Values from the calculation:
Energy above the lowest of the compared OMol25 structures with the same formula, charge and spin (kJ/mol): 28.0
Molecular weight (g mol⁻¹): 104.11
Lowest unoccupied orbital energy (eV): 0.72
E_tot (eV): -10316.662
HOMO energy (eV): -9.675
HOMO-LUMO gap (eV): 10.3911



# 2
# C20H38Br4FO3P2S

A 3-piece molecular cluster, C20H38Br4FO3P2S overall in a non-equilibrium geometry (wB97M-V/def2-TZVPD, the OMol25 dataset).

```
69
C20H38Br4FO3P2S (wB97M-V/def2-TZVPD)
C 0.130 -4.232 2.934
C 0.739 -3.354 1.699
F 1.591 -2.375 2.317
C -0.523 -2.769 0.908
P -0.167 -1.360 -0.329
C 0.534 -2.544 -1.685
C 2.114 -2.268 -2.007
C 2.986 -2.864 -0.807
O 2.222 -0.860 -2.256
C 3.554 -0.356 -2.390
C 3.664 0.876 -1.347
C 3.612 2.326 -1.949
C 3.657 3.570 -0.987
C 3.743 3.308 0.553
C 3.816 1.857 1.199
C 3.769 0.657 0.184
P -2.260 -1.573 -1.055
C -2.626 -0.079 -2.173
C -2.550 -3.199 -1.980
S -0.884 0.135 1.159
C -2.706 0.063 1.501
O -0.101 0.098 2.456
O -0.632 1.522 0.543
H 1.042 -4.571 3.543
H -0.430 -5.130 2.500
H -0.556 -3.592 3.585
H 1.328 -4.128 1.074
H -1.051 -3.657 0.414
H -1.261 -2.383 1.716
H -0.042 -0.244 -1.234
H 1.147 -1.083 0.185
H -0.003 -2.230 -2.664
H 0.364 -3.652 -1.446
H 2.378 -2.850 -2.974
H 2.974 -2.255 0.154
H 4.095 -2.902 -1.146
H 2.677 -3.961 -0.678
H 3.638 0.121 -3.444
H 4.406 -1.102 -2.314
H 3.523 2.480 -3.086
H 3.586 4.636 -1.385
H 3.744 4.227 1.288
H 3.855 1.643 2.307
H 3.795 -0.382 0.679
H -1.678 0.510 -2.479
H -3.130 -0.381 -3.166
H -3.291 0.692 -1.627
H -3.693 -3.328 -2.112
H -2.161 -4.136 -1.465
H -2.139 -3.123 -3.062
H -2.879 0.696 2.459
H -3.084 -0.983 1.741
H -3.323 0.587 0.684
Br 1.474 5.882 5.347
C 0.954 4.168 4.575
C 2.096 3.185 4.606
Br 3.399 3.569 3.206
H 0.587 4.370 3.569
H 0.127 3.817 5.195
H 1.740 2.175 4.393
H 2.637 3.181 5.553
Br -4.900 3.303 -0.927
C -5.970 3.627 -2.523
C -6.889 2.465 -2.811
Br -5.917 0.975 -3.605
H -5.274 3.838 -3.335
H -6.546 4.527 -2.300
H -7.639 2.743 -3.554
H -7.391 2.081 -1.923
```

Values from the calculation:
Molecular weight (g mol⁻¹): 759.15
Lowest unoccupied orbital energy (eV): 2.17
E_tot (eV): -339789.304
HOMO energy (eV): -3.560
Total charge: -1
HOMO-LUMO gap (eV): 5.7335



# 3
# C4H8N2O2

C4H8N2O2 as an isolated structure in a non-equilibrium geometry (wB97M-V/def2-TZVPD, the OMol25 dataset).

```
16
C4H8N2O2 (wB97M-V/def2-TZVPD)
C -0.592 -0.693 -0.922
N 0.740 0.937 0.417
C 0.771 -0.196 -0.426
C -0.150 1.144 1.398
C 1.926 -0.721 -0.810
O -1.201 0.416 -1.574
O -1.409 -1.234 0.027
N -0.807 0.179 1.958
H -2.146 0.221 -1.606
H -1.826 0.431 2.000
H 1.404 1.670 0.210
H -0.394 -1.478 -1.675
H -0.991 -0.934 1.148
H -0.150 2.166 1.790
H 1.955 -1.526 -1.524
H 2.869 -0.383 -0.410
```

Values from the calculation:
Energy above the lowest of the compared OMol25 structures with the same formula, charge and spin (kJ/mol): 313.5
Molecular weight (g mol⁻¹): 116.12
Lowest unoccupied orbital energy (eV): 0.61
E_tot (eV): -11350.864
HOMO energy (eV): -8.590
HOMO-LUMO gap (eV): 9.1957



# 4
# CH3N2O3S

An isolated ion of composition CH3N2O3S and charge +1 in a non-equilibrium geometry (wB97M-V/def2-TZVPD, the OMol25 dataset).

```
10
CH3N2O3S (wB97M-V/def2-TZVPD)
O 0.572 -1.224 -0.437
S -0.403 -0.861 -1.467
O -1.777 -1.559 -1.152
N -0.577 0.882 -0.806
C 0.150 1.284 0.094
N 1.080 0.567 0.981
O 2.244 0.803 1.232
H -1.852 -2.328 -0.575
H 0.059 2.333 0.399
H 0.505 0.104 1.732
```

Values from the calculation:
Energy above the lowest of the compared OMol25 structures with the same formula, charge and spin (kJ/mol): 238.4
Molecular weight (g mol⁻¹): 123.11
Lowest unoccupied orbital energy (spin up / spin down) (eV): -7.83 / -7.83
E_tot (eV): -21030.302
HOMO energy (spin up / spin down) (eV): -15.183 / -15.184
Total charge: +1
HOMO-LUMO gap (spin up / spin down) (eV): 7.3547 / 7.3582



# 5
# C20H30MoNP

C20H30MoNP as an isolated structure in a non-equilibrium geometry (wB97M-V/def2-TZVPD, the OMol25 dataset).

```
53
C20H30MoNP (wB97M-V/def2-TZVPD)
C -1.290 1.019 -3.996
C -0.067 1.462 -3.542
C 0.361 1.230 -2.233
C -0.451 0.571 -1.287
C -1.701 0.123 -1.753
C -2.092 0.339 -3.089
C 1.700 1.821 -1.862
C 1.954 2.031 -0.387
N 0.802 2.555 0.541
Mo 0.489 0.288 0.725
C -2.678 -0.582 -0.828
P -2.339 -0.233 0.943
H 0.603 2.031 -4.185
H -3.068 -0.024 -3.392
H -1.609 1.200 -5.025
H -2.671 -1.686 -0.993
H -3.705 -0.187 -0.982
H 2.466 1.066 -2.154
H 1.896 2.767 -2.411
H 2.399 1.009 -0.045
C -3.197 -1.486 1.900
C -2.969 1.449 1.313
H 2.783 2.799 -0.363
C -0.187 3.388 -0.254
C 1.453 3.535 1.470
H -1.091 -1.062 1.091
H 0.049 4.454 -0.174
H -0.094 3.161 -1.325
H -1.212 3.179 0.104
H 1.221 4.547 1.150
H 1.159 3.392 2.511
H 2.534 3.476 1.384
H -4.072 1.393 1.444
H -2.499 1.806 2.252
H -2.753 2.174 0.502
H -4.262 -1.541 1.635
H -2.705 -2.448 1.725
H -3.029 -1.208 2.945
H 2.046 0.484 1.693
C 0.926 -1.596 -0.204
C 1.503 -2.756 0.593
C 0.635 -3.637 1.265
C 1.152 -4.624 2.115
C 2.545 -4.761 2.273
C 3.412 -3.929 1.534
C 2.891 -2.960 0.670
H 0.087 -1.989 -0.798
H 1.651 -1.310 -0.978
H -0.444 -3.531 1.123
H 0.481 -5.291 2.677
H 2.939 -5.520 2.946
H 4.492 -4.057 1.669
H 3.553 -2.332 0.066
```

Values from the calculation:
Energy above the lowest of the compared OMol25 structures with the same formula, charge and spin (kJ/mol): 185.3
Molecular weight (g mol⁻¹): 411.38
Lowest unoccupied orbital energy (spin up / spin down) (eV): -9.02 / -8.47
Multiplicity: 3
E_tot (eV): -33839.095
⟨S²⟩: 2.29
HOMO energy (spin up / spin down) (eV): -14.116 / -14.351
Total charge: +2
HOMO-LUMO gap (spin up / spin down) (eV): 5.0996 / 5.8782



# 6
# C23H33IrN2O4SSi2

C23H33IrN2O4SSi2 as an isolated structure (wB97M-V/def2-TZVPD, the OMol25 dataset).

```
66
C23H33IrN2O4SSi2 (wB97M-V/def2-TZVPD)
Ir 0.135 -0.270 1.007
C -0.374 3.353 1.438
Si -0.339 1.963 0.160
C -1.868 2.226 -0.906
C 1.195 2.247 -0.924
C 1.169 3.283 -1.866
C 2.256 3.546 -2.687
C 3.405 2.776 -2.570
C 3.450 1.751 -1.636
C 2.358 1.460 -0.809
Si 2.484 0.007 0.409
C 3.526 0.572 1.867
C 3.404 -1.404 -0.414
H -0.172 4.303 0.936
H 0.384 3.220 2.213
H -1.356 3.430 1.915
H -1.899 3.251 -1.287
H -2.775 2.059 -0.319
H -1.896 1.548 -1.760
H 0.279 3.897 -1.969
H 2.207 4.346 -3.416
H 4.259 2.972 -3.206
H 4.355 1.156 -1.562
H 4.497 0.922 1.502
H 3.698 -0.250 2.567
H 3.052 1.391 2.412
H 4.356 -1.053 -0.824
H 2.822 -1.842 -1.226
H 3.618 -2.189 0.314
C -4.323 1.820 2.947
C -3.511 1.092 4.007
N -2.161 0.756 3.558
C -1.576 -0.440 3.443
S 0.166 -0.499 3.413
N -2.270 -1.579 3.393
C -3.621 -1.777 2.832
C -3.682 -3.086 2.066
H -5.297 2.099 3.349
H -4.477 1.198 2.065
H -3.815 2.731 2.630
H -4.006 0.183 4.334
H -3.404 1.725 4.890
H -1.512 1.525 3.471
H -1.672 -2.390 3.313
H -3.846 -0.936 2.178
H -4.352 -1.790 3.642
H -2.921 -3.125 1.290
H -4.663 -3.193 1.603
H -3.534 -3.933 2.738
O -1.230 -3.906 -0.516
C -0.752 -2.791 -0.563
O -0.945 -1.911 0.397
C 0.097 -2.373 -1.731
C 0.146 -1.055 -2.157
C 0.940 -0.652 -3.238
C 1.667 -1.636 -3.853
O 2.536 -1.512 -4.899
C 2.975 -2.836 -5.209
O 2.437 -3.719 -4.225
C 1.605 -2.959 -3.447
C 0.825 -3.368 -2.401
H -0.481 -0.320 -1.671
H 0.991 0.382 -3.554
H 4.063 -2.874 -5.173
H 2.604 -3.120 -6.196
H 0.766 -4.398 -2.081
```

Values from the calculation:
Energy above the lowest of the compared OMol25 structures with the same formula, charge and spin (kJ/mol): 18.7
Molecular weight (g mol⁻¹): 681.98
Lowest unoccupied orbital energy (spin up / spin down) (eV): 0.36 / -1.56
Multiplicity: 5
E_tot (eV): -64985.359
⟨S²⟩: 6.01
HOMO energy (spin up / spin down) (eV): -5.713 / -8.047
HOMO-LUMO gap (spin up / spin down) (eV): 6.0686 / 6.4864